(1)
{
  "formula": "AgH12O6",
  "method": "the ωB97M-V functional and the def2-TZVPD basis",
  "symbols": ["Ag", "O", "H", "H", "O", "H", "H", "O", "H", "H", "O", "H", "H", "O", "H", "H", "O", "H", "H"],
  "positions_angstrom": [[0.210, -0.067, 0.032], [-2.000, 1.021, -0.025], [-2.245, 1.481, 0.775], [-2.233, 1.464, -0.804], [-0.213, -0.453, 1.845], [0.444, -1.087, 2.273], [-1.015, -0.605, 2.319], [0.946, 1.542, 0.406], [1.104, 2.215, -0.240], [0.913, 1.875, 1.303], [0.315, 0.444, -1.908], [1.065, 0.967, -2.253], [0.006, -0.085, -2.679], [1.774, -0.983, 0.081], [2.551, -0.449, 0.326], [1.960, -1.755, -0.437], [-0.918, -1.541, -0.376], [-0.801, -2.481, -0.236], [-1.859, -1.504, -0.393]],
  "lumo_ev": [-7.293, -8.708],
  "total_charge": 2,
  "relative_energy_kcal_mol": 24.02,
  "homo_ha": [-0.6432, -0.6287],
  "homo_lumo_gap_ev": [10.21, 8.40],
  "multiplicity": 2
}

(2)
{
  "formula": "C13H32GaO3",
  "method": "the ωB97M-V functional and the def2-TZVPD basis",
  "symbols": ["C", "C", "C", "C", "C", "C", "O", "Ga", "C", "O", "O", "H", "H", "H", "H", "H", "H", "H", "H", "H", "H", "H", "H", "H", "H", "H", "H", "H", "H", "C", "C", "C", "C", "C", "C", "H", "H", "H", "H", "H", "H", "H", "H", "H", "H", "H", "H", "H", "H"],
  "positions_angstrom": [[0.284, -0.267, -0.926], [0.918, -1.589, -1.658], [1.310, -1.106, -3.211], [-0.101, -2.861, -1.813], [0.801, -4.214, -1.418], [-1.380, -2.866, -0.789], [-2.462, -1.931, -1.129], [-3.237, -2.294, -2.824], [-4.962, -1.103, -2.981], [-6.110, -1.968, -2.558], [-5.675, -2.508, -1.441], [1.049, 0.641, -0.975], [-0.641, 0.073, -1.598], [-0.059, -0.526, 0.166], [1.939, -1.845, -1.129], [1.375, -2.012, -3.949], [2.298, -0.473, -3.126], [0.457, -0.335, -3.520], [-0.363, -2.986, -2.946], [1.956, -4.023, -1.472], [0.499, -4.659, -0.362], [0.542, -5.045, -2.210], [-1.777, -3.987, -0.748], [-0.959, -2.653, 0.307], [-2.145, -1.924, -3.969], [-3.676, -3.816, -3.033], [-4.892, -0.196, -2.222], [-5.115, -0.667, -4.065], [-5.676, -3.516, -1.505], [3.665, 4.589, 2.642], [2.835, 3.893, 3.709], [2.610, 2.406, 3.424], [1.828, 2.097, 2.141], [0.439, 2.732, 2.054], [-0.509, 2.248, 3.141], [3.172, 4.566, 1.667], [3.820, 5.639, 2.910], [4.648, 4.116, 2.544], [1.876, 4.411, 3.825], [3.353, 3.988, 4.671], [2.096, 1.958, 4.281], [3.585, 1.905, 3.364], [1.727, 1.007, 2.053], [2.415, 2.415, 1.271], [0.004, 2.482, 1.077], [0.511, 3.824, 2.087], [-0.634, 1.162, 3.094], [-1.494, 2.709, 3.013], [-0.148, 2.513, 4.139]],
  "lumo_ev": 2.656,
  "total_charge": -1,
  "homo_ha": -0.1634,
  "homo_lumo_gap_ev": 7.10,
  "multiplicity": 1
}

(3)
{
  "formula": "C27H72O27S9",
  "method": "the ωB97M-V functional and the def2-TZVPD basis",
  "symbols": ["C", "C", "O", "S", "C", "O", "O", "H", "H", "H", "H", "H", "H", "H", "H", "C", "C", "O", "S", "C", "O", "O", "H", "H", "H", "H", "H", "H", "H", "H", "C", "C", "O", "S", "C", "O", "O", "H", "H", "H", "H", "H", "H", "H", "H", "C", "C", "O", "S", "C", "O", "O", "H", "H", "H", "H", "H", "H", "H", "H", "C", "C", "O", "S", "C", "O", "O", "H", "H", "H", "H", "H", "H", "H", "H", "C", "C", "O", "S", "C", "O", "O", "H", "H", "H", "H", "H", "H", "H", "H", "C", "C", "O", "S", "C", "O", "O", "H", "H", "H", "H", "H", "H", "H", "H", "C", "C", "O", "S", "C", "O", "O", "H", "H", "H", "H", "H", "H", "H", "H", "C", "C", "O", "S", "C", "O", "O", "H", "H", "H", "H", "H", "H", "H", "H"],
  "positions_angstrom": [[-0.022, -2.155, -1.694], [0.362, -0.732, -1.248], [1.396, -0.708, -0.224], [1.527, 0.718, 0.510], [2.854, 0.234, 1.634], [2.098, 1.669, -0.410], [0.358, 1.080, 1.248], [-0.793, -2.502, -1.005], [0.737, -2.933, -1.604], [-0.390, -2.085, -2.713], [0.731, -0.053, -2.013], [-0.551, -0.346, -0.786], [3.052, 1.045, 2.337], [3.734, -0.020, 1.051], [2.477, -0.568, 2.267], [2.334, 7.884, 4.394], [2.335, 6.851, 3.305], [3.126, 5.694, 3.715], [2.377, 4.236, 3.694], [1.454, 4.300, 5.209], [1.509, 4.226, 2.534], [3.430, 3.267, 3.823], [3.315, 8.246, 4.698], [1.864, 7.448, 5.280], [1.777, 8.778, 4.110], [1.369, 6.627, 2.856], [2.962, 7.140, 2.454], [0.610, 4.952, 4.984], [1.988, 4.659, 6.085], [1.122, 3.283, 5.412], [-2.053, -5.198, -4.012], [-1.441, -5.926, -5.194], [-2.342, -7.040, -5.439], [-2.400, -7.650, -6.928], [-0.832, -8.609, -6.916], [-3.528, -8.559, -6.971], [-2.263, -6.562, -7.857], [-1.801, -5.717, -3.082], [-3.142, -5.193, -3.967], [-1.774, -4.148, -3.909], [-1.412, -5.323, -6.099], [-0.460, -6.341, -4.955], [-0.887, -9.283, -7.770], [-0.890, -9.281, -6.061], [0.000, -7.917, -6.912], [7.851, -1.851, 4.337], [7.051, -1.544, 3.093], [7.749, -2.184, 1.980], [7.352, -1.795, 0.501], [8.282, -0.226, 0.395], [7.903, -2.778, -0.389], [5.942, -1.443, 0.464], [7.568, -1.155, 5.128], [8.907, -1.748, 4.096], [7.629, -2.830, 4.758], [6.076, -2.027, 3.032], [6.897, -0.467, 3.012], [9.178, -0.315, 1.003], [7.656, 0.563, 0.801], [8.521, -0.044, -0.649], [0.596, 1.998, -7.890], [-0.071, 1.001, -6.925], [0.646, -0.198, -6.858], [0.395, -1.177, -5.585], [1.892, -2.188, -5.767], [0.476, -0.390, -4.384], [-0.708, -2.062, -5.829], [1.132, 1.419, -8.646], [1.380, 2.550, -7.367], [-0.071, 2.720, -8.350], [-0.102, 1.504, -5.952], [-1.108, 0.904, -7.257], [2.557, -2.044, -4.922], [2.331, -1.826, -6.692], [1.464, -3.184, -5.813], [1.095, 0.355, 5.074], [2.143, 0.567, 6.168], [1.451, 0.564, 7.407], [2.087, 1.274, 8.754], [0.489, 1.481, 9.590], [2.906, 0.263, 9.368], [2.627, 2.561, 8.385], [1.410, 0.017, 4.091], [0.501, 1.270, 4.993], [0.296, -0.349, 5.325], [2.712, -0.368, 6.137], [2.722, 1.476, 6.011], [-0.283, 1.038, 8.976], [0.447, 2.565, 9.692], [0.603, 1.122, 10.610], [-3.776, -2.479, 0.215], [-3.770, -3.279, -1.084], [-5.081, -3.372, -1.626], [-5.404, -2.662, -3.040], [-5.821, -1.028, -2.443], [-4.195, -2.601, -3.832], [-6.537, -3.297, -3.627], [-4.050, -1.451, -0.030], [-2.899, -2.481, 0.854], [-4.608, -2.923, 0.772], [-3.032, -2.832, -1.752], [-3.428, -4.297, -0.885], [-6.303, -0.391, -3.176], [-4.906, -0.565, -2.064], [-6.387, -1.122, -1.517], [-3.477, 1.327, -5.318], [-3.047, 0.977, -3.914], [-3.482, 2.032, -3.018], [-2.896, 2.148, -1.521], [-1.109, 2.386, -1.892], [-3.364, 3.395, -0.988], [-3.126, 0.864, -0.905], [-3.231, 0.440, -5.916], [-2.847, 2.093, -5.766], [-4.535, 1.486, -5.508], [-3.389, -0.011, -3.606], [-1.958, 0.955, -3.867], [-0.689, 1.624, -2.548], [-0.531, 2.326, -0.970], [-0.915, 3.337, -2.381], [-6.263, 3.071, 4.332], [-5.096, 3.197, 3.353], [-3.849, 3.403, 4.014], [-2.817, 2.161, 4.163], [-2.241, 1.981, 2.465], [-1.606, 2.527, 4.873], [-3.532, 0.986, 4.619], [-6.250, 3.884, 5.060], [-6.303, 2.109, 4.838], [-7.200, 3.213, 3.787], [-5.130, 2.286, 2.753], [-5.207, 4.154, 2.843], [-2.980, 2.316, 1.742], [-1.853, 0.968, 2.420], [-1.376, 2.634, 2.356]],
  "lumo_ev": 0.182,
  "relative_energy_kcal_mol": 60.88,
  "homo_ha": -0.3920,
  "homo_lumo_gap_ev": 10.85,
  "smiles": "CCOS(C)(=O)=O.CCOS(C)(=O)=O.CCOS(C)(=O)=O.CCOS(C)(=O)=O.CCOS(C)(=O)=O.CCOS(C)(=O)=O.CCOS(C)(=O)=O.CCOS(C)(=O)=O.CCOS(C)(=O)=O",
  "multiplicity": 1
}

(4)
{
  "formula": "C3H6ClNS",
  "method": "the ωB97M-V functional and the def2-TZVPD basis",
  "symbols": ["C", "C", "C", "H", "H", "H", "H", "H", "H", "N", "S", "Cl"],
  "positions_angstrom": [[-0.952, -0.554, 0.791], [-0.363, 0.841, 0.763], [2.727, -0.895, -0.369], [-1.285, -0.876, 1.923], [0.138, -1.239, 0.282], [-1.143, 1.780, 0.793], [-0.105, 0.972, 1.899], [3.401, -1.786, -0.393], [3.350, -0.064, -1.069], [1.775, -0.673, 0.508], [1.042, 0.940, -0.363], [-2.466, -0.321, -0.487]],
  "lumo_ev": -0.120,
  "relative_energy_kcal_mol": 125.22,
  "homo_ha": -0.3379,
  "homo_lumo_gap_ev": 9.08,
  "multiplicity": 1
}

Q: multiplicity of number 3 (C27H72O27S9)?
A: 1

Copy entry 1 word for word.
{
  "formula": "AgH12O6",
  "method": "the ωB97M-V functional and the def2-TZVPD basis",
  "symbols": ["Ag", "O", "H", "H", "O", "H", "H", "O", "H", "H", "O", "H", "H", "O", "H", "H", "O", "H", "H"],
  "positions_angstrom": [[0.210, -0.067, 0.032], [-2.000, 1.021, -0.025], [-2.245, 1.481, 0.775], [-2.233, 1.464, -0.804], [-0.213, -0.453, 1.845], [0.444, -1.087, 2.273], [-1.015, -0.605, 2.319], [0.946, 1.542, 0.406], [1.104, 2.215, -0.240], [0.913, 1.875, 1.303], [0.315, 0.444, -1.908], [1.065, 0.967, -2.253], [0.006, -0.085, -2.679], [1.774, -0.983, 0.081], [2.551, -0.449, 0.326], [1.960, -1.755, -0.437], [-0.918, -1.541, -0.376], [-0.801, -2.481, -0.236], [-1.859, -1.504, -0.393]],
  "lumo_ev": [-7.293, -8.708],
  "total_charge": 2,
  "relative_energy_kcal_mol": 24.02,
  "homo_ha": [-0.6432, -0.6287],
  "homo_lumo_gap_ev": [10.21, 8.40],
  "multiplicity": 2
}